A structure of composition C25H20BrClIrN2O4S, computed with ωB97M-V with the def2-TZVPD basis set.

net charge = +1
Kohn-Sham gap = 6.78 eV
LUMO level = -3.931 eV
total energy = -133654.294 eV
relative energy (zero: lowest compared OMol25 entry of this formula, charge and spin) = 9.4 kcal/mol
highest occupied orbital energy = -0.394 hartree

Each line ends with the Löwdin charge.
Positions of all 55 atoms, in Å:
Ir1 -0.04 -0.64 -1.16  1.48
Br1 -5.75 -1.40 3.44  0.77
C1 -4.39 -1.53 2.14  -0.69
C2 -4.29 -2.69 1.34  -0.08
C3 -3.32 -2.81 0.39  0.01
C4 -2.36 -1.78 0.18  -0.32
O1 -1.47 -1.96 -0.73  -0.18
C5 -2.46 -0.61 0.99  -0.12
C6 -1.60 0.51 0.92  -0.04
N1 -0.60 0.71 0.10  -0.09
C7 0.20 1.89 0.07  -0.20
C8 0.05 2.99 0.87  0.02
C9 0.92 4.09 0.73  -0.03
C10 1.93 4.08 -0.19  0.00
C11 2.11 2.96 -1.03  -0.13
C12 3.14 2.84 -2.00  0.03
C13 3.24 1.70 -2.74  -0.01
C14 2.32 0.66 -2.53  -0.07
N2 1.36 0.75 -1.65  -0.07
C15 1.24 1.87 -0.89  -0.19
C16 -3.50 -0.52 1.97  -0.09
H1 -5.00 -3.50 1.48  0.11
H2 -3.23 -3.69 -0.23  0.13
H3 -1.81 1.31 1.62  0.13
H4 -0.73 3.02 1.61  0.12
H5 0.78 4.95 1.37  0.12
H6 2.60 4.93 -0.28  0.13
H7 3.83 3.66 -2.13  0.13
H8 4.02 1.58 -3.47  0.12
H9 2.38 -0.27 -3.09  0.13
H10 -3.57 0.36 2.59  0.11
Cl1 3.90 -5.28 4.85  0.69
C17 3.34 -4.12 3.70  -0.66
C18 2.13 -4.34 3.05  -0.09
C19 1.70 -3.42 2.11  -0.01
C20 2.45 -2.29 1.83  -0.14
C21 3.65 -2.07 2.51  -0.01
C22 4.10 -2.99 3.44  -0.09
C23 1.98 -1.27 0.85  -0.54
O2 2.38 -0.12 0.88  0.08
O3 1.11 -1.75 -0.02  -0.19
H11 1.55 -5.22 3.27  0.11
H12 0.77 -3.59 1.58  0.12
H13 4.21 -1.17 2.31  0.12
H14 5.03 -2.83 3.97  0.11
C24 -3.68 1.20 -3.13  -0.22
S1 -2.06 1.56 -2.48  0.92
C25 -1.42 2.52 -3.84  -0.22
O4 -1.33 0.21 -2.61  -0.62
H15 -4.21 2.14 -3.27  0.07
H16 -4.19 0.59 -2.39  0.07
H17 -3.56 0.66 -4.06  0.08
H18 -2.01 3.42 -3.94  0.07
H19 -1.46 1.91 -4.74  0.08
H20 -0.39 2.78 -3.60  0.05

The ion C6H11N2O with charge +1, computed with ωB97M-V with the def2-TZVPD basis set.

net charge = +1
Kohn-Sham gap = 10.06 eV
SMILES = C=C=CCN/C(C)=[NH+]\O
LUMO level = -3.086 eV
total energy = -11417.707 eV
relative energy (zero: lowest compared OMol25 entry of this formula, charge and spin) = 102.8 kcal/mol
highest occupied orbital energy = -0.483 hartree

Each line ends with the Löwdin charge.
Positions of all 20 atoms, in Å:
C1 -1.51 -1.23 -0.11  -0.07
C2 -2.37 -0.29 -0.25  -0.11
C3 1.42 0.22 -0.01  -0.28
C4 -0.31 -1.42 0.85  -0.11
C5 -3.16 0.71 -0.57  0.04
C6 2.88 0.33 -0.48  0.06
N1 0.94 -0.99 0.15  0.08
N2 0.77 1.35 0.24  0.09
O1 -0.50 1.33 0.79  0.04
H1 -1.71 -2.11 -0.79  0.14
H2 -0.32 -0.83 1.72  0.10
H3 0.03 -2.47 1.14  0.15
H4 -4.00 0.86 0.04  0.07
H5 -3.02 1.28 -1.43  0.06
H6 -1.08 1.95 0.36  0.11
H7 2.87 -0.21 -1.41  0.10
H8 3.36 -0.24 0.31  0.10
H9 3.08 1.41 -0.50  0.11
H10 1.38 -1.83 -0.28  0.18
H11 1.26 2.17 0.23  0.14

A structure of composition C12H26NO3P2Sn, computed with ωB97M-V with the def2-TZVPD basis set.

net charge = +3
Kohn-Sham gap (spin up / spin down) = 4.74 / 4.74 eV
LUMO level (spin up / spin down) = -14.189 / -14.189 eV
total energy = -44876.749 eV
relative energy (zero: lowest compared OMol25 entry of this formula, charge and spin) = 0.0 kcal/mol
highest occupied orbital energy (spin up / spin down) = -0.696 / -0.696 hartree

Each line ends with the Löwdin charge.
Positions of all 45 atoms, in Å:
Sn1 0.81 -0.88 0.68  1.06
P1 0.10 -1.88 -1.53  0.79
C1 -0.77 -0.59 -2.36  -0.03
C2 -1.56 0.30 -1.57  -0.27
N1 -1.28 0.42 -0.23  0.05
C3 -1.95 1.31 0.51  -0.26
C4 -2.98 2.09 -0.01  0.12
C5 -3.34 1.97 -1.34  0.06
C6 -2.63 1.08 -2.13  0.12
C7 -1.54 1.53 1.94  -0.21
P2 0.23 1.07 2.23  0.80
H1 -2.79 0.98 -3.21  0.16
H2 -3.44 2.83 0.64  0.16
H3 -4.10 2.61 -1.78  0.16
H4 -1.62 2.61 2.15  0.12
H5 -2.20 0.94 2.62  0.14
H6 0.67 1.20 -3.35  0.03
H7 -1.01 -0.68 -3.42  0.14
H8 2.64 1.79 -1.95  0.00
O1 1.53 1.67 -3.32  -0.04
H9 1.63 2.11 -4.19  0.10
H10 2.44 -0.37 0.24  0.00
O2 3.16 1.42 -1.20  -0.12
H11 3.02 2.02 -0.43  0.04
C8 1.14 2.58 1.85  -0.21
H12 0.77 3.37 2.51  0.08
H13 2.22 2.43 2.03  0.08
H14 1.01 2.88 0.80  0.06
C9 0.36 0.78 4.01  -0.20
H15 1.42 0.60 4.27  0.08
H16 0.00 1.69 4.53  0.09
H17 -0.24 -0.09 4.32  0.08
C10 -0.89 -3.39 -1.46  -0.15
H18 -1.07 -3.73 -2.49  0.09
H19 -0.34 -4.15 -0.89  0.09
H20 -1.86 -3.20 -0.97  0.08
C11 1.60 -2.21 -2.47  -0.19
H21 2.09 -3.08 -2.01  0.09
H22 1.30 -2.43 -3.50  0.09
H23 2.28 -1.34 -2.44  0.07
C12 1.09 -3.27 2.60  -0.18
O3 0.25 -2.36 1.91  -0.50
H24 1.61 -2.79 3.46  0.09
H25 1.82 -3.76 1.92  0.09
H26 0.44 -4.06 3.03  0.11